The following is a quantum chemistry calculation of a molecular structure, C42H31AsN2O4S2TeTi, from the Open Molecules 2025 dataset.

Properties
⟨S²⟩: 2.03
Gap between HOMO and LUMO (alpha / beta) (eV): 3.72 / 5.52
Energy above the lowest of the compared OMol25 structures with the same formula, charge and spin (kJ/mol): 39.6
Total charge: -2
Multiplicity: 3

XYZ file:
```
84
C42H31AsN2O4S2TeTi, DFT ωB97M-V with the def2-TZVPD basis set
Te -1.389 -2.472 -2.776
As -0.027 -0.854 2.604
Ti 0.802 -0.268 -0.234
S 3.012 -0.693 -4.162
S 0.534 2.090 3.674
O -1.188 0.187 -0.521
O 2.534 0.330 0.605
O -2.780 1.756 -0.743
O 3.909 2.031 1.147
N 1.399 -2.238 -0.796
N 0.582 1.826 0.161
C 2.989 -3.337 -2.283
C 3.610 -2.390 5.215
C -3.152 -0.028 5.338
C -1.200 -0.016 3.910
C -5.377 -0.258 -5.571
C 2.222 -2.239 -1.933
C -0.591 2.400 -0.038
C 1.568 3.853 0.818
C 2.831 1.573 0.820
C -4.742 -2.570 -5.532
C -3.495 -0.974 -4.229
C 1.654 -0.999 5.010
C -1.527 -4.838 3.022
C 2.734 -1.459 5.754
C 1.441 -1.475 3.723
C 1.522 1.143 -3.180
C -1.884 -2.654 1.355
C 3.410 -2.856 3.922
C 2.334 -2.395 3.178
C 1.967 -4.572 -0.507
C -2.588 -3.828 1.120
C -0.995 -2.560 2.425
C 2.176 -1.001 -2.666
C -0.756 3.757 0.172
C 2.331 0.890 -4.245
C -5.578 -1.568 -5.994
C -2.857 1.281 5.715
C 0.350 4.483 0.600
C 2.899 -4.527 -1.576
C -2.409 -4.924 1.952
C 1.407 0.062 -2.245
C -3.699 -2.288 -4.649
C -0.827 -3.662 3.258
C -2.381 -0.644 -3.275
C -1.645 1.399 -0.474
C -0.880 1.309 4.284
C -2.316 -0.664 4.432
C 1.271 -3.448 -0.168
C -4.345 0.031 -4.695
C -1.752 1.931 5.204
C 1.639 2.490 0.592
C -2.793 -3.380 -4.139
H 4.099 -3.567 3.482
H -6.029 0.534 -5.920
H 2.441 4.375 1.182
H 3.494 -5.389 -1.846
H -1.378 -5.693 3.673
H -1.526 2.948 5.502
H -3.502 1.799 6.418
H 3.650 -3.251 -3.139
H -4.019 -0.541 5.735
H 1.017 2.096 -3.059
H -4.188 1.046 -4.351
H 0.565 -3.479 0.652
H 2.204 -2.748 2.161
H 2.577 1.541 -5.071
H -4.895 -3.595 -5.854
H -3.372 -4.152 -3.630
H 2.896 -1.075 6.754
H 0.254 5.546 0.789
H 0.986 -0.255 5.425
H -2.946 -5.846 1.763
H -1.726 4.207 0.018
H 1.796 -5.480 0.058
H -2.009 -1.814 0.678
H -2.544 -1.678 4.125
H -3.252 -3.887 0.266
H 4.457 -2.740 5.794
H -6.384 -1.805 -6.678
H -1.655 0.032 -3.726
H -2.754 -0.177 -2.367
H -0.133 -3.606 4.090
H -2.258 -3.850 -4.966
```

Quick look at the Mulliken charges, all values in e: 0.169 0.755 -0.900 -0.385 -0.352 0.344 -0.290 -0.796 -0.790 0.630 1.158 -0.764 -0.441 -0.893 0.156 -0.503 0.776 0.088 -0.681 0.302 -0.615 0.377 -0.443 -0.838 -0.692 0.114 -0.544 -0.201 -0.803 0.274 -1.126 -0.630 -0.221 0.276 -0.669 -0.550 -0.505 -0.439 -0.382 -0.880 -0.456 0.640 0.505 -0.174 -0.809 0.208 0.168 -0.526 -0.724 -0.609 -0.654 0.061 -1.189 0.427 0.377 0.529 0.364 0.362 0.380 0.313 0.366 0.363 0.356 0.488 0.910 0.262 0.415 0.405 0.416 0.376 0.399 0.358 0.326 0.542 0.488 0.350 0.355 0.396 0.328 0.367 0.369 0.256 0.446 0.384

---

The following is a quantum chemistry calculation of 6 unconnected molecules or ions with the total composition C24H66N6O6 in a non-equilibrium geometry, from the Open Molecules 2025 dataset.

Properties
Gap between HOMO and LUMO (eV): 9.55
Energy above the lowest of the compared OMol25 structures with the same formula, charge and spin (kJ/mol): 1291.2

XYZ file:
```
102
C24H66N6O6, DFT ωB97M-V with the def2-TZVPD basis set
O -4.936 1.489 0.505
O -0.196 0.180 3.880
O 0.036 0.765 -0.488
O 4.365 -1.338 -1.478
O -2.762 -7.399 -5.157
O 0.214 8.343 -1.001
N 6.270 -3.627 0.665
N -0.530 -5.302 -3.329
N 2.336 6.597 1.627
N 0.131 -2.887 -0.747
N 0.024 -2.266 6.582
N -2.768 4.261 1.388
C 5.262 -1.741 -0.502
C -4.965 0.108 0.685
C 0.938 1.801 -0.657
C -1.592 -6.782 -4.911
C 3.796 -3.485 0.571
C 0.794 8.044 0.211
C -3.313 3.528 -0.881
C 0.506 -0.505 -0.901
C -2.850 -7.926 -6.468
C -1.824 -5.814 -3.840
C 1.794 6.722 0.275
C 5.075 -3.187 -0.122
C 0.794 -2.563 4.198
C -0.660 -0.546 4.975
C 4.467 0.006 -1.747
C -0.452 -1.579 -0.550
C -0.845 9.312 -0.955
C 0.878 5.545 -0.057
C 0.391 -1.548 5.332
C -2.649 -4.695 -4.290
C -0.798 1.363 3.548
C -3.708 3.542 0.574
C -0.839 -1.317 1.026
C -3.906 2.191 1.165
H 5.072 -1.109 0.539
H 0.666 2.815 -0.389
H 0.373 -3.084 -1.778
H 0.276 5.863 -0.892
H -1.776 3.992 1.173
H -2.054 -8.695 -6.643
H 3.819 -4.607 0.800
H -0.414 -1.594 7.425
H -1.445 -0.397 1.109
H 1.516 -0.592 -0.478
H 0.064 7.784 1.091
H 3.088 7.122 1.826
H -4.952 0.031 1.707
H 1.252 1.976 -1.636
H -2.814 4.382 2.463
H -4.186 3.043 -1.365
H 2.855 -3.306 0.008
H 1.789 1.545 -0.084
H 1.369 8.926 0.781
H 1.539 -3.334 4.491
H 0.856 -2.585 6.760
H 6.590 -3.082 1.515
H -0.208 1.872 2.491
H -1.012 -6.330 -5.547
H -1.416 -2.296 1.241
H -0.627 0.081 5.778
H -0.069 -3.265 4.072
H 3.765 -3.025 1.624
H -4.783 3.987 0.525
H -2.286 3.047 -0.697
H 7.192 -3.534 0.103
H -0.800 -7.557 -4.552
H -4.224 2.160 2.073
H -0.352 -4.655 -2.527
H 0.107 -1.260 1.548
H -0.007 -6.121 -2.884
H 2.533 5.673 1.908
H -2.435 -4.215 -5.368
H 1.434 -1.058 5.149
H -3.132 4.459 -1.115
H 0.486 -0.484 -2.013
H -1.220 -1.222 -1.219
H 5.378 0.359 -2.308
H 0.116 5.157 0.700
H 2.516 6.818 -0.451
H 5.035 -3.702 -1.207
H -2.482 -6.305 -3.000
H -5.866 -0.444 0.354
H 1.118 -1.992 3.324
H -3.587 -5.138 -4.547
H -3.792 -8.505 -6.498
H 6.192 -1.582 -0.989
H 0.872 -2.924 -0.244
H -0.249 10.306 -1.045
H 3.711 0.197 -2.256
H -3.107 1.602 1.094
H -4.025 -0.199 0.098
H -1.357 9.441 -0.070
H -2.721 -3.950 -3.647
H -1.810 1.476 3.548
H -1.764 -0.871 4.918
H -1.379 9.177 -1.719
H 4.215 0.721 -0.929
H -2.814 -7.195 -7.357
H 1.504 4.676 -0.188
H -0.604 2.238 4.281
```

Here are the Mulliken charges for atoms 1 to 99, given in e: -0.491 -0.135 -0.083 -0.319 -0.274 -0.315 -0.746 -0.698 -0.634 -0.605 -0.687 -0.500 -0.586 -0.496 -0.732 -1.070 -0.963 -0.648 -0.872 -0.521 -0.739 0.920 0.449 0.610 -1.306 -0.625 -0.998 -0.298 -0.820 -1.169 0.548 -1.587 -0.977 0.148 -0.315 -0.205 0.183 -0.372 0.342 0.392 0.004 0.310 0.363 0.266 -0.278 0.223 0.247 0.180 0.339 0.598 0.281 0.372 -0.126 0.518 0.209 0.441 0.241 0.266 -0.038 0.613 0.341 0.530 0.354 0.262 0.241 -0.169 0.303 0.282 0.906 0.261 0.060 0.257 0.189 0.244 0.019 0.430 0.432 0.418 0.327 0.307 0.379 0.183 0.112 0.240 0.087 0.400 0.255 0.371 0.241 0.267 0.483 -0.292 0.095 0.376 0.465 0.579 0.296 0.325 0.367

---

The following is a quantum chemistry calculation of a molecular structure, C14H36Al2ClF7N6O17 in a non-equilibrium geometry, from the Open Molecules 2025 dataset.

Properties
Gap between HOMO and LUMO (eV): 1.30

XYZ file:
```
83
C14H36Al2ClF7N6O17, DFT ωB97M-V with the def2-TZVPD basis set
Cl -1.177 4.530 -4.789
Al 1.523 0.540 -6.639
Al -0.577 -3.196 0.278
F 2.683 -0.787 -7.006
F -2.677 7.394 -5.739
F 2.177 1.555 -5.301
F 0.533 -6.255 4.349
F 0.589 1.693 -2.728
F -0.057 -0.164 -6.140
F 1.291 1.558 -8.106
O 6.715 1.520 3.080
O -2.282 3.833 -4.161
O -0.065 4.606 -3.861
O -1.293 -0.172 -3.906
O 5.813 -0.474 3.778
O 1.671 -9.726 1.826
O -0.207 -8.421 1.815
O 4.617 1.487 3.730
O -4.870 1.279 3.014
O -1.607 0.241 1.218
O -0.765 3.812 -5.979
O -0.977 -2.275 -4.232
O 0.539 -1.098 -3.260
O 1.509 -7.906 3.193
O -0.811 -1.031 -0.682
O -0.841 -6.101 6.994
O -1.595 5.870 -5.153
N -0.826 1.629 -0.635
N -3.906 3.836 -1.512
N -0.577 -1.182 -3.799
N -4.288 1.521 -0.731
N 2.044 -3.594 -5.568
N -3.009 3.119 0.650
C -3.272 2.651 -0.765
C 2.663 3.257 -0.284
C 0.549 1.762 -1.250
C 1.112 3.261 -0.829
C -0.627 -7.347 2.633
C -5.373 2.164 3.860
C 5.724 0.723 3.552
C 3.486 0.775 4.228
C 7.949 0.846 2.844
C -1.935 2.086 -1.556
C 1.045 -8.767 2.245
C 0.665 -6.780 3.110
C -1.077 0.264 -0.036
C -5.955 3.311 3.015
H 7.824 0.066 2.086
H -3.544 3.842 -2.498
H -0.668 -7.008 7.356
H 1.735 -4.556 -5.753
H 0.124 -1.356 -0.524
H -2.045 3.494 0.785
H 1.106 -6.038 2.436
H -2.309 1.273 -2.316
H -1.554 2.998 -2.223
H -5.177 1.984 -0.381
H 8.669 1.579 2.468
H 0.438 3.611 0.092
H -0.213 -5.879 6.260
H 2.771 -3.602 -4.842
H -6.756 2.964 2.349
H -3.971 0.786 -0.050
H -3.274 2.412 1.370
H -1.213 -6.624 2.059
H 2.761 2.441 0.578
H 2.426 -3.185 -6.429
H -6.386 4.074 3.673
H 2.660 1.484 4.331
H -1.248 -7.733 3.448
H -1.784 -5.999 6.708
H 2.883 4.335 0.177
H -3.511 4.686 -1.008
H 3.182 -0.007 3.525
H 1.246 -3.034 -5.247
H -6.193 1.849 4.523
H 8.342 0.423 3.774
H -5.187 3.802 2.404
H 0.901 4.046 -1.683
H -4.692 2.651 4.576
H 1.315 0.971 -0.828
H 3.386 3.050 -1.181
H 3.700 0.350 5.213
```

Quick look at the Mulliken charges, all values in e: 1.792 0.882 0.858 -0.496 -0.272 -0.443 -0.290 -0.218 -0.434 -0.479 -0.289 -0.703 -0.576 -0.517 -0.557 -0.482 -0.287 -0.289 -0.564 -0.547 -0.531 -0.801 -0.668 -0.286 -0.330 -0.451 -0.412 0.772 -0.646 1.062 -0.752 -0.400 -0.415 0.403 -0.898 0.160 -0.167 -0.396 -0.278 0.772 -0.636 -0.617 0.020 0.610 0.312 -0.235 -0.906 0.285 0.422 0.486 0.400 0.319 0.181 0.245 0.294 -0.426 0.341 0.225 0.082 0.471 0.377 0.246 0.272 0.201 0.232 0.099 0.360 0.369 0.238 0.286 0.488 0.349 0.320 0.251 0.203 0.309 0.287 0.216 0.171 0.220 0.192 0.290 0.324

---

| no. | electronic energy (Eh) |
| --- | --- |
| 1 | -6179.39343 |
| 2 | -1733.40434 |
| 3 | -3805.83473 |